Record 1
{"formula": "C22H32Br33ClNO2", "method": "ωB97M-V with the def2-TZVPD basis set", "species": ["C", "C", "O", "C", "Cl", "C", "C", "C", "C", "N", "O", "C", "C", "C", "C", "H", "H", "H", "H", "H", "H", "H", "H", "H", "H", "H", "H", "H", "H", "H", "H", "H", "H", "H", "H", "H", "C", "Br", "Br", "Br", "H", "C", "Br", "Br", "Br", "H", "C", "Br", "Br", "Br", "H", "C", "Br", "Br", "Br", "H", "C", "Br", "Br", "Br", "H", "C", "Br", "Br", "Br", "H", "C", "Br", "Br", "Br", "H", "C", "Br", "Br", "Br", "H", "C", "Br", "Br", "Br", "H", "C", "Br", "Br", "Br", "H", "C", "Br", "Br", "Br", "H"], "positions_angstrom": [[2.995, -2.158, 2.819], [1.621, -1.408, 2.476], [1.254, -1.782, 1.140], [-0.085, -1.263, 0.799], [-0.296, -1.632, -1.033], [-0.204, 0.300, 0.927], [-1.270, 0.856, 1.956], [-1.807, 2.227, 1.319], [-0.548, 1.309, 3.303], [-2.467, 0.018, 2.158], [-3.274, 0.487, 3.058], [-2.189, -1.400, 2.478], [-1.833, -1.659, 4.019], [-3.591, -2.165, 2.282], [-1.166, -2.143, 1.538], [2.994, -2.257, 3.945], [3.071, -3.160, 2.336], [3.831, -1.457, 2.575], [1.834, -0.315, 2.616], [0.893, -1.731, 3.265], [-0.491, 0.710, -0.085], [0.773, 0.809, 1.170], [-2.386, 2.773, 2.117], [-0.964, 2.859, 0.933], [-2.513, 1.925, 0.490], [0.027, 2.242, 3.025], [0.207, 0.568, 3.662], [-1.266, 1.607, 4.107], [-0.860, -1.204, 4.328], [-2.684, -1.418, 4.700], [-1.686, -2.781, 4.087], [-4.128, -1.610, 1.462], [-4.199, -2.170, 3.227], [-3.448, -3.223, 1.948], [-0.621, -2.929, 2.134], [-1.760, -2.710, 0.771], [-7.204, -2.492, -0.113], [-6.151, -3.913, 0.674], [-7.099, -0.866, 0.933], [-6.733, -2.189, -1.967], [-8.240, -2.816, -0.096], [1.886, 2.354, -2.084], [2.681, 3.616, -3.314], [2.878, 2.287, -0.419], [-0.001, 2.711, -1.821], [1.960, 1.367, -2.532], [5.499, 5.113, -6.045], [6.381, 6.386, -7.207], [6.306, 5.059, -4.286], [3.597, 5.432, -5.923], [5.633, 4.131, -6.489], [6.533, 0.584, -3.859], [8.356, 1.243, -3.785], [5.408, 1.313, -2.456], [5.753, 0.841, -5.614], [6.582, -0.486, -3.688], [7.959, 3.764, -9.771], [6.889, 2.683, -8.571], [8.701, 2.708, -11.214], [6.976, 5.295, -10.433], [8.794, 4.147, -9.193], [2.890, -4.039, -1.799], [2.274, -2.534, -0.739], [3.877, -3.477, -3.376], [3.906, -5.301, -0.732], [2.006, -4.564, -2.152], [-8.062, -3.593, 4.468], [-9.071, -4.217, 2.937], [-8.278, -1.689, 4.747], [-8.483, -4.608, 6.061], [-7.013, -3.766, 4.249], [-9.190, -8.602, 4.023], [-7.432, -7.824, 4.266], [-10.449, -7.978, 5.357], [-9.855, -8.328, 2.225], [-9.084, -9.673, 4.163], [3.158, 2.896, 5.246], [4.808, 3.478, 6.074], [3.234, 3.045, 3.316], [2.662, 1.111, 5.812], [2.377, 3.568, 5.587], [-8.303, 3.070, 0.151], [-7.362, 2.727, 1.808], [-10.103, 2.356, 0.187], [-8.284, 4.951, -0.310], [-7.768, 2.544, -0.634], [10.001, 5.292, -6.705], [11.681, 5.848, -5.918], [10.055, 5.373, -8.641], [9.454, 3.547, -6.070], [9.246, 6.001, -6.377]], "atomic_forces_ev_per_a": [[-0.9, 1.1, 0.7], [2.0, -0.8, 1.0], [-2.8, 2.4, 2.0], [0.2, -0.4, 0.0], [-1.6, 1.0, 1.0], [-0.7, 0.2, -0.3], [0.9, 2.7, -0.4], [-0.5, -0.9, 0.4], [0.3, 0.2, -0.5], [1.2, -0.6, 2.2], [-0.1, 0.3, -1.2], [-1.3, -2.7, 0.8], [0.4, -0.7, -0.7], [0.3, 0.6, -0.3], [0.0, 0.2, -0.3], [0.2, -0.1, -1.2], [0.0, 0.9, 0.3], [-0.5, -1.0, -0.1], [-0.5, -0.8, -0.4], [0.1, 0.2, -1.0], [0.3, -0.7, 1.2], [-0.9, -0.8, -0.2], [0.6, -0.5, -1.0], [-0.8, -0.7, 0.4], [0.8, 0.6, 0.7], [-0.5, -1.0, 0.3], [-0.8, 0.6, -0.1], [0.5, -0.5, -0.7], [-1.0, -0.2, -0.1], [0.9, 0.2, -0.6], [-0.2, 1.1, 0.0], [0.3, -0.7, 0.9], [0.5, 0.2, -1.0], [0.0, 0.9, 0.4], [-0.5, 0.9, -0.6], [0.7, 0.7, 0.6], [-0.1, 0.0, 0.1], [-0.1, 0.1, -0.2], [0.0, -0.2, -0.2], [0.0, 0.0, 0.3], [0.2, 0.0, 0.0], [0.0, 0.0, -0.2], [-0.3, -0.2, 0.3], [-0.3, 0.0, 0.0], [0.4, 0.1, -0.1], [0.0, 0.1, 0.1], [0.1, 0.0, 0.2], [-0.2, -0.1, 0.5], [-0.1, 0.0, -0.2], [0.3, 0.1, -0.2], [0.0, 0.1, 0.0], [0.0, -0.1, 0.1], [-0.4, -0.1, 0.1], [0.4, -0.2, -0.4], [0.1, 0.0, 0.3], [0.0, 0.2, -0.1], [-1.0, -0.8, -0.6], [0.0, 0.0, -0.3], [-0.1, 0.1, 0.2], [0.2, -0.4, -0.3], [-1.2, -1.0, -0.5], [0.1, 0.5, -0.2], [3.3, -2.5, -1.6], [0.0, -0.1, 0.1], [-0.1, 0.2, -0.1], [0.2, 0.0, 0.0], [0.1, 0.0, 0.0], [0.0, 0.1, 0.3], [0.0, -0.3, 0.0], [0.0, 0.3, -0.2], [-0.2, 0.0, 0.0], [0.0, 0.0, 0.0], [-0.3, -0.1, -0.1], [0.2, -0.1, -0.3], [0.1, 0.0, 0.3], [0.0, 0.2, 0.0], [0.0, 0.0, 0.0], [-0.3, -0.1, -0.2], [0.0, -0.1, 0.3], [0.1, 0.2, -0.1], [0.1, -0.1, -0.1], [0.0, 0.0, 0.0], [-0.1, 0.1, -0.2], [0.3, 0.1, 0.0], [0.0, -0.3, 0.1], [-0.1, 0.1, 0.1], [0.1, 0.0, 0.3], [-0.2, -0.1, -0.2], [2.2, 1.9, 1.3], [0.2, 0.4, -0.2], [0.1, -0.1, -0.1]], "lumo_energy_ev": [-0.45, -0.46], "largest_force_ev_per_a": 4.4, "gap_ev": [8.600, 8.712], "e_homo_ha": [-0.333, -0.337], "spin_multiplicity": 2, "e_tot_ev": -2352833.556}


Record 2
{"formula": "C4H4BrNO", "method": "ωB97M-V with the def2-TZVPD basis set", "species": ["O", "C", "C", "C", "N", "C", "Br", "H", "H", "H", "H"], "positions_angstrom": [[-0.044, -1.494, -0.789], [0.737, -1.328, 0.090], [1.114, -0.089, 0.713], [0.511, 1.120, 0.400], [-0.290, 1.139, -0.674], [-1.309, 0.496, -0.927], [-2.838, 0.121, 0.394], [1.286, -2.273, 0.427], [1.862, -0.080, 1.533], [0.619, 2.103, 0.776], [-1.648, 0.284, -1.943]], "atomic_forces_ev_per_a": [[-2.0, -0.5, -1.9], [2.4, -1.6, 1.4], [0.1, 2.7, 1.7], [0.6, -2.1, -0.2], [-1.1, -0.6, -0.8], [-1.4, 0.8, -0.2], [1.3, 0.0, -0.8], [-0.2, 1.1, 0.2], [-0.7, -0.2, -0.7], [0.9, 0.5, 1.0], [-0.1, 0.0, 0.4]], "lumo_energy_ev": -0.23, "largest_force_ev_per_a": 3.2, "relative_energy_kj_mol": 183.44, "gap_ev": 8.935, "e_homo_ha": -0.337, "e_tot_ev": -77790.531, "smiles": "O=C/C=C\\N=C/Br"}